# 1
{
  "formula": "C15H43N5O6",
  "method": "wB97M-V/def2-TZVPD",
  "total_energy_ev": -35975.27568,
  "lumo_energy_ev": [-2.6, -8.4],
  "charge": 1,
  "multiplicity": 2,
  "homo_energy_ha": [-0.417, -0.417],
  "homo_lumo_gap_ev": [8.72, 2.96],
  "symbols": ["C", "C", "C", "O", "C", "N", "H", "H", "H", "H", "H", "H", "H", "H", "H", "H", "H", "C", "C", "C", "O", "C", "N", "H", "H", "H", "H", "H", "H", "H", "H", "H", "H", "H", "C", "C", "C", "O", "C", "N", "H", "H", "H", "H", "H", "H", "H", "H", "H", "H", "H", "C", "C", "O", "O", "H", "H", "H", "H", "H", "H", "C", "O", "N", "N", "H", "H", "H", "H"],
  "xyz": [[0.683, -1.569, -5.404], [-0.499, -1.074, -4.552], [-1.965, -1.461, -5.112], [-2.420, -0.435, -6.125], [-3.681, -0.668, -6.715], [-0.239, -1.705, -3.265], [0.719, -1.160, -6.413], [0.767, -2.650, -5.520], [1.607, -1.221, -4.943], [-0.458, -0.001, -4.368], [-2.590, -1.447, -4.219], [-1.860, -2.467, -5.516], [-3.658, -0.253, -7.723], [-4.546, -0.165, -6.283], [-3.941, -1.723, -6.793], [0.672, -1.356, -3.001], [-0.857, -1.284, -2.586], [0.761, 0.071, 3.342], [1.226, 0.601, 4.686], [2.841, 0.625, 4.645], [3.464, -0.667, 4.509], [4.833, -0.756, 4.914], [0.781, 2.019, 4.681], [1.205, 0.551, 2.470], [-0.325, 0.075, 3.253], [1.077, -0.964, 3.213], [0.841, -0.060, 5.462], [3.268, 1.031, 5.562], [3.166, 1.348, 3.897], [5.353, 0.169, 4.666], [5.214, -1.558, 4.281], [4.887, -1.166, 5.922], [0.757, 2.376, 5.625], [-0.193, 2.147, 4.447], [-0.863, -1.086, 0.322], [-1.442, 0.204, -0.339], [-1.923, 1.195, 0.702], [-2.963, 0.507, 1.476], [-3.288, 1.116, 2.642], [-0.483, 0.769, -1.228], [-1.596, -1.705, 0.839], [-0.067, -0.802, 1.010], [-0.291, -1.598, -0.452], [-2.381, 0.035, -0.865], [-2.257, 2.163, 0.329], [-1.228, 1.520, 1.476], [-2.332, 1.223, 3.154], [-4.005, 0.553, 3.239], [-3.711, 2.112, 2.510], [0.502, 0.688, -1.020], [-0.545, 1.704, -1.606], [2.487, -2.748, -2.088], [2.105, -3.435, -0.756], [3.161, -3.185, 0.221], [2.563, -1.357, -2.125], [1.869, -3.117, -2.906], [3.503, -3.143, -2.103], [2.072, -4.517, -0.887], [1.092, -3.130, -0.494], [3.966, -3.612, -0.081], [3.231, -1.107, -1.482], [-1.662, 4.825, 2.054], [-1.527, 5.376, 3.165], [-0.714, 4.290, 1.375], [-2.822, 4.523, 1.568], [-0.872, 3.894, 0.460], [0.149, 4.076, 1.854], [-3.621, 4.734, 2.148], [-3.000, 3.833, 0.852]],
  "forces_ev_per_angstrom": [[0.345, 0.902, -0.741], [-0.633, -2.409, -1.937], [0.875, 2.190, -0.441], [1.485, -1.695, 2.264], [-0.635, -0.270, -0.804], [-0.915, 3.159, -0.298], [-0.392, 0.130, 0.051], [-0.440, -0.042, 0.304], [0.142, -0.045, 0.111], [-0.033, 0.374, -0.134], [-0.533, -0.076, -0.212], [-0.405, 0.068, -0.296], [0.367, -0.156, -0.094], [0.275, 0.148, 0.856], [0.211, -0.153, 0.013], [1.249, -0.780, 0.547], [-0.943, -0.675, 1.078], [0.127, -1.335, -0.269], [1.624, 0.799, -1.987], [-0.248, -0.414, 1.361], [-1.219, 0.540, -0.492], [-1.049, -0.719, -0.999], [0.287, -0.251, 1.153], [0.021, 0.652, 0.204], [-0.111, 0.128, 0.033], [-0.059, -0.255, 0.213], [0.106, 0.253, 0.313], [-0.501, 0.308, 0.478], [-0.181, -0.214, -0.621], [0.249, -0.029, 0.573], [0.347, 0.121, -0.088], [0.252, 0.765, 0.332], [0.603, 0.247, 0.345], [-0.253, -0.532, -0.574], [0.387, 1.096, -0.741], [-0.538, -0.224, 1.427], [-1.118, -0.269, 2.814], [0.515, -0.834, -3.733], [0.341, 1.302, 1.597], [1.440, -0.014, -1.327], [0.077, 0.144, -0.314], [-0.229, 0.160, 0.328], [-0.454, -0.539, -0.080], [0.046, -0.560, -0.461], [-0.534, -0.256, -0.749], [0.969, -0.345, -0.213], [-0.143, 0.304, 0.991], [0.221, -0.348, -0.259], [-0.069, 0.211, -0.091], [0.089, -0.683, 0.540], [-1.026, 0.110, -0.036], [1.062, -2.081, 1.115], [0.737, 0.229, -0.301], [-1.749, 0.771, -0.288], [-0.841, 0.591, 0.140], [0.204, 0.019, -0.074], [0.281, -0.059, -1.358], [-0.182, -0.038, -0.470], [0.403, 0.241, 1.111], [0.003, -0.244, -0.104], [0.089, 0.295, 0.187], [-0.273, 1.410, 5.373], [0.100, -0.338, -1.585], [4.985, -1.752, -2.527], [-5.407, -0.183, -1.323], [0.171, 0.176, 0.380], [0.024, 0.351, -0.245], [0.128, 0.240, -0.192], [0.277, 0.385, 0.225]]
}

=====

# 2
{
  "formula": "C3H11N2O",
  "method": "wB97M-V/def2-TZVPD",
  "total_energy_ev": -8310.12499,
  "lumo_energy_ev": -3.9,
  "charge": 1,
  "relative_energy_kcal_mol": 38.4,
  "multiplicity": 1,
  "homo_energy_ha": -0.549,
  "homo_lumo_gap_ev": 11.01,
  "symbols": ["C", "C", "N", "C", "N", "H", "H", "H", "H", "H", "H", "H", "H", "H", "H", "H", "O"],
  "xyz": [[2.550, -0.955, -1.436], [1.222, -1.226, -0.737], [-0.968, 1.300, 0.874], [-0.604, 0.289, 0.031], [0.609, 0.131, -0.585], [3.093, -1.775, -1.766], [2.229, -0.241, -2.293], [3.175, -0.425, -0.676], [0.440, -1.786, -1.226], [1.399, -1.590, 0.299], [-0.331, 2.072, 0.899], [-1.995, 1.502, 1.133], [-1.377, -0.531, -0.348], [1.263, 0.882, -0.482], [-4.209, 1.344, 2.227], [-3.178, 0.041, 1.980], [-3.319, 0.966, 2.106]],
  "forces_ev_per_angstrom": [[-1.807, 2.960, -0.047], [0.085, 0.714, 1.099], [-0.435, -1.865, -2.564], [-0.464, -0.276, -0.900], [-2.547, 0.478, 1.983], [0.656, -1.563, -0.721], [1.266, -1.229, 1.105], [-0.290, -0.155, -0.849], [0.295, -0.687, -0.414], [-0.235, -0.175, -0.773], [0.375, 0.404, 0.438], [1.395, -0.728, -0.196], [1.516, 1.781, 1.591], [0.437, 0.378, 0.228], [0.355, -1.236, -0.151], [-1.152, -0.933, 0.245], [0.549, 2.133, -0.075]]
}

=====

# 3
{
  "formula": "C11H14N5ORuS4",
  "method": "wB97M-V/def2-TZVPD",
  "total_energy_ev": -67053.44315,
  "lumo_energy_ev": [0.2, -2.2],
  "charge": 0,
  "relative_energy_kcal_mol": 0.0,
  "multiplicity": 6,
  "homo_energy_ha": [-0.211, -0.296],
  "homo_lumo_gap_ev": [5.95, 5.81],
  "symbols": ["Ru", "N", "C", "S", "N", "N", "C", "C", "C", "C", "C", "C", "N", "H", "H", "H", "H", "H", "H", "H", "S", "C", "S", "S", "C", "N", "C", "C", "O", "H", "H", "H", "H", "H", "H", "H"],
  "xyz": [[-0.512, -0.116, -1.298], [-1.674, 4.046, -1.946], [-1.523, 2.719, -1.608], [-0.102, 1.910, -2.304], [-2.349, 2.173, -0.790], [-2.033, 0.866, -0.508], [-2.753, 0.189, 0.404], [-2.367, -1.127, 0.688], [-3.041, -1.969, 1.607], [-2.588, -3.239, 1.816], [-1.454, -3.703, 1.115], [-0.835, -2.848, 0.236], [-1.255, -1.598, 0.017], [-1.272, 4.316, -2.828], [-2.594, 4.418, -1.771], [-3.590, 0.670, 0.893], [-3.909, -1.590, 2.129], [-3.099, -3.889, 2.514], [-1.074, -4.703, 1.253], [0.034, -3.148, -0.338], [0.694, -2.199, -5.192], [0.014, -1.746, -3.702], [1.181, -1.430, -2.492], [-1.624, -1.536, -3.466], [3.204, 0.085, 2.207], [3.047, 1.121, 1.197], [3.972, 2.244, 1.099], [2.005, 1.046, 0.373], [1.174, 0.136, 0.425], [4.136, 0.248, 2.740], [3.223, -0.898, 1.737], [2.374, 0.106, 2.914], [4.780, 2.095, 1.809], [3.478, 3.187, 1.336], [4.404, 2.306, 0.101], [1.926, 1.854, -0.366]],
  "forces_ev_per_angstrom": [[-0.148, 0.171, 0.086], [-0.032, 0.061, 0.003], [-0.064, 0.004, 0.087], [-0.036, -0.145, 0.055], [0.086, 0.036, -0.071], [-0.045, 0.033, -0.052], [-0.005, -0.008, 0.025], [-0.039, -0.026, 0.058], [0.028, 0.018, -0.032], [0.037, 0.004, -0.031], [-0.019, -0.004, 0.014], [0.048, -0.062, -0.023], [-0.029, 0.074, -0.004], [-0.012, -0.005, -0.017], [0.003, 0.008, 0.002], [0.008, 0.018, -0.010], [-0.003, 0.012, -0.008], [0.005, -0.008, 0.002], [0.004, -0.007, -0.001], [-0.009, -0.023, 0.017], [-0.037, -0.027, -0.030], [0.051, -0.033, 0.042], [0.074, -0.125, -0.166], [0.116, 0.049, 0.025], [0.001, -0.023, 0.036], [0.007, 0.035, -0.030], [0.002, 0.010, 0.015], [-0.052, -0.045, 0.008], [0.035, -0.004, 0.006], [0.001, -0.002, 0.000], [-0.012, 0.006, 0.009], [0.007, -0.009, -0.004], [0.005, -0.002, -0.009], [0.014, 0.004, 0.002], [-0.009, 0.019, -0.001], [0.021, -0.003, -0.002]]
}

=====

# 4
{
  "formula": "C9H9N3OS",
  "method": "wB97M-V/def2-TZVPD",
  "total_energy_ev": -26824.44390,
  "lumo_energy_ev": [-1.8, -1.8],
  "charge": 0,
  "relative_energy_kcal_mol": 157.2,
  "multiplicity": 1,
  "homo_energy_ha": [-0.332, -0.332],
  "homo_lumo_gap_ev": [7.28, 7.28],
  "symbols": ["C", "C", "C", "C", "C", "C", "C", "C", "C", "N", "N", "N", "O", "S", "H", "H", "H", "H", "H", "H", "H", "H", "H"],
  "xyz": [[-3.393, -0.848, -0.688], [-2.287, -1.380, -0.206], [-3.556, 0.585, -0.442], [-1.505, 0.844, 0.561], [-0.703, 1.664, 1.372], [-1.374, -0.600, 0.492], [2.760, 0.447, -1.193], [2.172, -0.737, -0.537], [2.734, 1.071, 0.188], [-2.696, 1.373, 0.063], [-0.398, -1.090, 1.199], [2.037, -0.123, 0.754], [0.757, 0.020, 3.083], [0.506, 0.197, 1.663], [-4.207, -1.494, -1.162], [-2.072, -2.529, -0.178], [-4.450, 0.952, -0.786], [3.713, 0.289, -1.579], [1.999, 0.800, -1.879], [1.287, -1.017, -1.021], [2.795, -1.676, -0.508], [3.680, 1.278, 0.551], [2.202, 1.974, 0.252]],
  "forces_ev_per_angstrom": [[-1.371, -0.310, -0.211], [0.121, -4.729, -0.092], [0.962, -1.211, -0.449], [-0.917, 1.753, 0.346], [0.650, -1.634, -1.855], [2.166, 1.184, 1.369], [-1.099, 0.531, 0.368], [0.212, -3.578, -0.511], [-1.062, 0.314, -0.655], [-0.094, 0.687, 0.399], [0.863, -1.064, -1.099], [-1.309, 1.784, 2.355], [0.534, 0.760, -1.124], [0.716, -1.463, 1.637], [1.228, 1.244, 0.611], [-0.447, 2.249, -0.328], [-2.077, 1.396, -0.687], [1.470, 0.058, -1.061], [0.514, 0.690, -0.370], [-1.604, -0.657, -0.346], [-0.419, 0.886, 0.265], [1.949, -0.098, 1.257], [-0.982, 1.209, 0.182]]
}